[1]
DFT (the ωB97M-V functional and the def2-TZVPD basis) results for a 8-piece molecular cluster, C26H52O10 overall at a distorted geometry.

Computed properties:
LUMO level: 0.58 eV
HOMO energy: -9.465 eV
Kohn-Sham gap: 10.05 eV
E_tot: -48279.068 eV
Multiplicity: 1
Maximum force: 0.064 hartree/bohr
SMILES string: CCOC(C)=O.CCOC(C)=O.CC(C)=O.CC(C)=O.CC(C)=O.CC(C)=O.CC(C)=O.CC(C)=O
Energy above the lowest of the compared OMol25 structures with the same formula, charge and spin: 52.67 kJ/mol

```
88
Properties=species:S:1:pos:R:3:forces:R:3
C 1.339 0.165 -4.405 -1.03 -0.98 0.93
C 2.142 0.767 -3.294 1.11 -0.06 -0.74
O 3.475 0.177 -3.469 -0.31 0.25 0.47
C 4.369 0.586 -2.565 -0.36 0.49 1.30
C 5.582 -0.242 -2.558 1.25 -1.04 -1.39
O 4.171 1.475 -1.760 -0.25 -0.14 -0.49
H 1.660 0.417 -5.363 0.78 1.04 -1.59
H 0.281 0.452 -4.331 0.18 -0.31 0.13
H 1.473 -0.926 -4.420 -0.46 0.20 0.46
H 2.306 1.845 -3.433 -0.51 -0.20 0.44
H 1.753 0.485 -2.310 0.19 0.28 -0.21
H 5.404 -1.175 -2.012 -0.21 0.18 0.02
H 6.485 0.231 -2.165 -0.46 0.23 0.10
H 5.786 -0.540 -3.606 0.03 0.00 0.54
C 1.821 -4.406 2.070 -0.04 0.17 -0.61
C 2.468 -3.624 0.961 -0.84 1.35 0.68
O 1.571 -3.698 -0.165 0.23 0.22 -0.34
C 1.990 -3.006 -1.225 0.94 1.07 -0.22
C 1.012 -3.066 -2.397 -1.23 1.88 2.07
O 3.055 -2.382 -1.225 -1.70 -0.95 -0.31
H 2.569 -4.506 2.848 -0.28 0.05 0.50
H 1.529 -5.403 1.721 -0.02 0.15 0.13
H 0.942 -3.808 2.341 0.13 -0.53 0.51
H 2.554 -2.549 1.285 0.06 -0.98 -0.44
H 3.430 -3.970 0.667 0.80 -0.38 -0.28
H 0.558 -2.037 -2.532 1.06 -0.82 -0.09
H 0.104 -3.618 -2.140 0.55 -0.62 -0.18
H 1.555 -3.393 -3.234 0.30 -0.41 -1.31
C -0.901 0.066 3.944 1.76 -1.35 0.20
C -1.432 1.402 3.816 -2.06 2.20 -1.34
C -2.067 2.046 5.068 1.72 -1.51 -1.10
O -1.535 1.910 2.691 0.33 -0.15 1.63
H -0.862 -0.319 2.918 -0.04 -0.51 0.50
H -1.437 -0.573 4.674 0.30 0.31 -0.61
H 0.162 0.156 4.290 -0.67 -0.22 -0.11
H -2.494 1.192 5.552 -0.30 -0.24 0.87
H -2.838 2.701 4.793 -0.77 1.29 -0.32
H -1.269 2.472 5.668 -0.20 0.22 0.24
C -2.378 -2.776 -0.219 -1.38 -1.16 0.44
C -2.303 -3.103 1.302 1.32 -1.38 -1.01
C -3.076 -4.365 1.786 -1.04 1.25 0.80
O -1.508 -2.528 2.010 -0.70 0.07 0.11
H -2.073 -3.642 -0.868 -0.29 0.53 0.90
H -1.775 -1.937 -0.497 0.28 0.62 0.14
H -3.457 -2.596 -0.435 0.68 0.03 -0.15
H -4.078 -4.037 2.209 0.81 -0.32 -0.95
H -2.640 -4.837 2.669 0.54 0.23 -0.29
H -3.201 -5.104 0.995 -0.17 0.20 0.00
C -4.905 2.963 1.346 -0.53 -0.17 -0.05
C -5.240 1.499 0.894 0.10 0.59 1.49
C -4.175 0.452 1.123 -1.08 -0.30 -0.12
O -6.367 1.242 0.528 0.75 0.05 -0.20
H -4.364 3.183 2.286 0.22 -0.98 -0.54
H -5.889 3.368 1.532 -0.32 0.46 -0.33
H -4.414 3.538 0.555 -0.09 -0.16 -0.02
H -3.564 0.688 1.956 0.59 0.40 0.75
H -3.542 0.361 0.284 0.97 0.22 -1.19
H -4.575 -0.544 1.250 -0.54 -0.15 0.11
C -2.571 3.634 -5.090 0.92 -1.20 -0.11
C -3.321 3.549 -3.799 -1.20 1.67 -0.04
C -3.712 2.271 -3.192 2.50 0.14 1.68
O -3.617 4.591 -3.231 0.42 -0.44 -0.26
H -1.604 3.123 -5.025 0.24 0.23 0.54
H -2.410 4.670 -5.257 0.14 0.76 -0.56
H -2.937 3.089 -5.960 -0.89 0.28 0.10
H -4.258 2.479 -2.267 -0.12 -0.33 -0.35
H -2.690 1.859 -2.927 -1.07 -0.11 -0.01
H -4.130 1.582 -3.852 -0.98 -1.09 -1.02
C 4.586 -0.044 1.214 -0.42 0.37 0.92
C 4.185 -0.006 2.652 -0.05 -0.06 0.97
C 5.047 0.771 3.626 -0.34 0.24 0.27
O 3.242 -0.613 3.095 -0.74 -0.32 -0.12
H 5.233 0.810 1.083 0.53 -0.22 -0.76
H 3.746 -0.040 0.532 -0.12 0.01 -0.04
H 5.028 -1.029 1.193 0.79 -0.16 -0.67
H 6.116 0.700 3.496 0.29 0.41 -0.66
H 4.890 0.464 4.641 -0.45 -0.66 0.46
H 4.651 1.788 3.643 0.52 0.32 -0.42
C -0.818 2.634 -0.778 0.07 0.25 -0.58
C 0.008 1.435 -0.487 -0.72 -2.54 0.77
C 1.112 1.509 0.570 -0.30 0.40 -0.92
O -0.267 0.338 -1.000 0.58 1.69 0.48
H -0.760 3.331 0.072 -0.30 -0.08 -0.53
H -1.848 2.339 -1.075 0.73 0.30 0.47
H -0.328 3.057 -1.681 -0.33 0.29 0.47
H 1.467 2.509 0.753 -0.31 0.58 0.25
H 1.969 1.032 0.149 0.56 -0.83 -0.14
H 0.801 1.037 1.501 -0.08 -0.06 -0.15
```
Positions in Å, forces in eV/Å.

[2]
DFT (the ωB97M-V functional and the def2-TZVPD basis) results for a 4-piece molecular cluster, C26H54BIN3O8S3 overall at a distorted geometry.

Computed properties:
LUMO level: -1.97 eV
HOMO energy: -11.518 eV
Kohn-Sham gap: 9.55 eV
E_tot: -89966.455 eV
Multiplicity: 1
Maximum force: 0.038 hartree/bohr
Net charge: +1

```
96
Properties=species:S:1:pos:R:3:forces:R:3
C -5.130 1.591 2.253 -0.01 -0.03 0.20
C -4.094 0.468 2.507 -0.25 0.48 0.01
B -2.992 0.385 1.422 0.09 -0.30 0.24
O -1.652 0.437 1.720 0.10 0.48 -0.84
C -3.319 0.208 -0.141 -0.50 0.10 -0.23
N -2.872 -1.126 -0.712 0.57 0.93 1.61
C -1.935 -0.805 -1.637 -0.25 -0.45 -0.33
N -0.890 -1.531 -1.933 -0.44 -0.42 -0.19
C -0.605 -2.826 -1.311 0.23 -0.18 0.10
C -0.411 -2.748 0.217 -0.14 0.10 -0.15
C 0.977 -3.179 0.674 0.24 -0.15 0.39
C 1.274 -2.727 2.106 -0.36 0.50 -0.18
C 0.178 -3.111 3.106 0.07 -0.38 -0.13
O 0.673 -3.483 4.367 -0.12 0.09 0.10
C 1.302 -2.428 5.071 0.12 -0.25 -0.07
N -2.241 0.382 -2.206 1.12 0.32 0.32
C -2.571 1.248 -1.015 -0.61 -0.67 -0.97
C -3.429 2.447 -1.398 0.46 -0.26 0.02
C -2.653 3.590 -2.050 -0.23 0.26 0.39
C -1.365 3.980 -1.344 0.17 0.32 -0.40
I -2.347 3.183 -4.137 0.21 0.08 -0.10
H -5.544 1.930 3.201 -0.06 -0.01 -0.01
H -4.700 2.474 1.775 -0.02 -0.01 -0.05
H -5.971 1.235 1.658 0.06 0.04 -0.13
H -3.664 0.576 3.505 0.08 -0.01 -0.01
H -4.652 -0.473 2.518 0.13 -0.04 0.06
H -1.430 1.088 2.390 0.03 -0.43 0.61
H -4.394 0.318 -0.299 -0.01 -0.10 -0.16
H -2.545 -1.676 0.074 0.15 -0.55 -0.50
H -0.261 -1.168 -2.641 0.07 0.14 0.14
H 0.322 -3.179 -1.760 -0.03 0.04 -0.11
H -1.373 -3.550 -1.587 -0.11 0.09 -0.01
H -0.566 -1.717 0.555 0.05 -0.01 -0.05
H -1.177 -3.360 0.699 0.05 0.03 0.12
H 1.737 -2.735 0.026 -0.05 -0.08 -0.13
H 1.089 -4.266 0.623 -0.07 0.00 -0.19
H 1.343 -1.633 2.067 0.24 0.00 0.17
H 2.234 -3.117 2.443 -0.01 -0.07 -0.01
H -0.562 -2.305 3.208 0.03 0.04 0.01
H -0.362 -3.988 2.739 0.02 -0.06 0.08
H 1.102 -2.575 6.130 -0.05 0.10 0.03
H 0.928 -1.454 4.742 -0.05 0.05 0.12
H 2.385 -2.463 4.925 0.02 0.12 -0.06
H -1.461 0.719 -2.769 -0.25 0.23 -0.14
H -1.604 1.515 -0.590 -0.19 0.17 0.40
H -4.191 2.093 -2.093 -0.17 0.02 0.20
H -3.925 2.810 -0.491 0.04 0.10 -0.03
H -3.288 4.474 -2.061 -0.08 -0.08 -0.17
H -1.587 4.463 -0.389 -0.03 -0.22 0.11
H -0.681 3.145 -1.198 -0.04 -0.02 0.09
H -0.831 4.719 -1.943 -0.01 0.04 0.03
C 3.894 1.685 -1.322 -0.40 -0.07 -0.12
C 2.901 2.854 -1.346 0.00 -0.05 0.03
C 2.086 2.741 -2.641 0.02 0.17 0.19
S 2.056 0.994 -3.046 0.37 0.27 0.09
O 2.744 0.778 -4.288 -0.22 -0.16 -0.06
O 0.702 0.480 -2.868 -0.09 -0.02 -0.16
C 3.080 0.445 -1.691 0.10 0.01 0.25
H 4.366 1.577 -0.349 0.07 -0.05 -0.04
H 4.674 1.854 -2.058 0.01 -0.06 0.01
H 2.233 2.790 -0.483 -0.01 -0.01 -0.01
H 3.415 3.812 -1.294 0.01 -0.01 -0.02
H 1.063 3.090 -2.535 -0.03 -0.02 -0.13
H 2.562 3.250 -3.476 0.02 -0.09 -0.05
H 3.682 -0.399 -2.021 -0.05 -0.01 -0.10
H 2.419 0.139 -0.879 -0.04 0.00 -0.01
C 9.748 2.838 -1.596 -0.05 0.07 0.04
C 9.788 3.494 -0.210 -0.02 -0.05 -0.03
C 8.337 3.667 0.257 0.21 0.05 0.14
S 7.399 2.355 -0.540 0.46 0.12 -0.05
O 6.469 2.963 -1.464 0.02 0.09 0.05
O 6.939 1.396 0.433 -0.23 0.02 -0.06
C 8.761 1.679 -1.483 0.18 -0.01 -0.06
H 10.730 2.490 -1.910 0.00 0.00 0.00
H 9.392 3.556 -2.338 0.00 -0.02 -0.02
H 10.325 2.847 0.486 -0.01 -0.01 0.00
H 10.305 4.451 -0.231 0.00 0.00 0.01
H 8.223 3.563 1.333 -0.09 -0.01 -0.01
H 7.911 4.613 -0.072 -0.07 -0.04 -0.05
H 8.386 1.321 -2.439 -0.10 -0.01 0.04
H 9.175 0.852 -0.907 -0.03 -0.01 0.02
C -7.489 -4.221 0.295 0.07 0.06 0.00
C -6.306 -3.864 -0.620 -0.02 -0.07 0.15
C -5.532 -2.731 0.068 -0.20 -0.11 -0.35
S -5.817 -2.919 1.823 -0.02 -0.27 0.04
O -6.562 -1.777 2.295 0.06 0.04 0.07
O -4.574 -3.293 2.456 0.03 0.17 0.08
C -6.915 -4.324 1.711 -0.17 -0.07 -0.21
H -7.965 -5.152 -0.005 -0.01 0.00 0.00
H -8.240 -3.431 0.259 -0.02 -0.01 0.02
H -5.660 -4.737 -0.727 0.02 0.01 0.00
H -6.628 -3.570 -1.617 -0.03 0.00 0.01
H -4.464 -2.782 -0.101 -0.03 0.00 -0.03
H -5.912 -1.749 -0.212 0.00 0.01 0.02
H -7.661 -4.255 2.498 0.06 0.06 0.05
H -6.312 -5.223 1.841 0.03 0.02 0.01
```
Positions in Å, forces in eV/Å.